(1)
C9H24N3P | ωB97M-V/def2-TZVPD

Properties
E_HOMO (alpha / beta) = -6.74 / -6.73 eV
2S+1 = 1
Strongest force on any atom = 4.20 eV/Å
E = -23477.85397 eV
E_LUMO (alpha / beta) = 0.230 / 0.227 eV

Each atom is followed by the atoms it is bonded to, with distances in Å.
Cartesian coordinates (Å):
1 P 0.536 -0.701 -1.130  N3 1.725, N4 1.646
2 N 0.902 0.798 0.948  C6 1.438, C12 1.445
3 N -0.917 0.229 -1.159  P1 1.725, H14 1.028, H24 1.029
4 N -0.046 -1.935 -0.210  P1 1.646, C8 1.486, H27 1.047
5 C -1.956 -3.290 0.580  C8 1.539, C13 1.535, H19 1.069, H29 1.077
6 C 1.642 -0.040 1.852  N2 1.438, H15 1.049, H32 1.184, H34 1.076
7 C 2.820 1.993 -0.080  C9 1.492, C12 1.520, H36 1.102, H37 1.067
8 C -1.255 -1.921 0.654  N4 1.486, C5 1.539, H20 1.106, H21 1.048
9 C 3.911 2.958 0.246  C7 1.492, C11 1.519, H28 1.034, H35 1.109
10 C -3.345 -4.885 -0.869  C13 1.527, H17 1.092, H23 1.132, H30 1.117
11 C 3.329 4.355 0.124  C9 1.519, H22 1.077, H25 1.136, H33 1.076
12 C 1.559 2.072 0.763  N2 1.445, C7 1.520, H16 1.026, H18 1.161
13 C -2.831 -3.462 -0.669  C5 1.535, C10 1.527, H26 1.090, H31 1.228
14 H -0.698 0.875 -1.929  N3 1.028
15 H 2.466 0.329 2.386  C6 1.049
16 H 0.872 2.667 0.286  C12 1.026
17 H -4.208 -5.118 -0.241  C10 1.092
18 H 1.915 2.620 1.723  C12 1.161
19 H -1.228 -4.051 0.763  C5 1.069
20 H -0.807 -1.606 1.615  C8 1.106
21 H -1.824 -1.144 0.238  C8 1.048
22 H 4.073 5.129 0.210  C11 1.077
23 H -2.585 -5.668 -0.564  C10 1.132
24 H -0.829 0.793 -0.302  N3 1.029
25 H 2.643 4.466 1.023  C11 1.136
26 H -3.629 -2.726 -0.566  C13 1.090
27 H 0.618 -2.710 0.026  N4 1.047
28 H 4.486 2.748 -0.588  C9 1.034
29 H -2.569 -3.233 1.462  C5 1.077
30 H -3.933 -4.949 -1.817  C10 1.117
31 H -2.099 -2.976 -1.528  C13 1.228
32 H 2.067 -0.913 1.174  C6 1.184
33 H 2.853 4.469 -0.834  C11 1.076
34 H 0.872 -0.449 2.483  C6 1.076
35 H 4.433 2.847 1.218  C9 1.109
36 H 3.246 0.978 -0.038  C7 1.102
37 H 2.593 2.283 -1.081  C7 1.067

Mulliken population analysis, charges in e, atoms 1 to 8:
1. P 0.054
2. N -0.346
3. N -0.713
4. N 0.002
5. C -0.939
6. C -1.045
7. C -0.214
8. C -0.508

***

(2)
C5H8BFO2 | ωB97M-V/def2-TZVPD

Properties
E_HOMO = -8.36 eV
2S+1 = 1
Strongest force on any atom = 5.77 eV/Å
Structure (SMILES) = C=C/C(B(O)O)=C(\C)F
E = -12803.70053 eV
E_LUMO = 0.447 eV

Each atom is followed by the atoms it is bonded to, with distances in Å.
Cartesian coordinates (Å):
1 F -0.543 -2.263 -0.055  C7 1.352
2 O -2.662 -0.687 -0.499  B9 1.355, H11 0.917
3 O -2.402 1.428 0.494  B9 1.424, H15 0.910
4 C 1.699 1.493 -0.437  C5 1.308, H12 1.011, H17 1.176
5 C 0.431 1.390 -0.128  C4 1.308, C6 1.434, H13 1.118
6 C -0.320 0.169 -0.101  C5 1.434, C7 1.467, B9 1.485
7 C 0.234 -1.171 0.122  F1 1.352, C6 1.467, C8 1.502
8 C 1.673 -1.546 0.333  C7 1.502, H10 1.025, H14 1.192, H16 1.011
9 B -1.801 0.264 -0.063  O2 1.355, O3 1.424, C6 1.485
10 H 2.181 -0.778 0.782  C8 1.025
11 H -3.576 -0.690 -0.424  O2 0.917
12 H 2.096 2.419 -0.523  C4 1.011
13 H -0.037 2.391 0.041  C5 1.118
14 H 2.101 -2.059 -0.654  C8 1.192
15 H -3.254 1.382 0.810  O3 0.910
16 H 1.813 -2.302 0.990  C8 1.011
17 H 2.365 0.558 -0.687  C4 1.176

Mulliken population analysis, charges in e, atoms 1 to 8:
1. F -0.243
2. O -0.537
3. O -0.578
4. C -0.923
5. C -0.172
6. C 0.316
7. C 0.628
8. C -1.578

***

(3)
C6H4O | ωB97M-V/def2-TZVPD

Properties
E_HOMO = -9.48 eV
2S+1 = 1
Strongest force on any atom = 0.70 eV/Å
Structure (SMILES) = C#Cc1ccco1
E = -8329.84047 eV
E_LUMO = 0.134 eV

Each atom is followed by the atoms it is bonded to, with distances in Å.
Cartesian coordinates (Å):
1 O -0.326 -1.190 -0.341  C5 1.368, C7 1.339
2 C 1.899 -0.409 0.001  C3 1.256, C5 1.404
3 C 3.136 -0.494 -0.198  C2 1.256, H11 1.164
4 C -0.207 0.870 0.530  C5 1.366, C6 1.419, H9 1.082
5 C 0.514 -0.216 0.123  O1 1.368, C2 1.404, C4 1.366
6 C -1.572 0.544 0.317  C4 1.419, C7 1.364, H8 1.080
7 C -1.571 -0.714 -0.210  O1 1.339, C6 1.364, H10 1.080
8 H -2.435 1.157 0.527  C6 1.080
9 H 0.217 1.787 0.915  C4 1.082
10 H -2.358 -1.381 -0.530  C7 1.080
11 H 2.704 0.046 -1.134  C3 1.164

Mulliken population analysis, charges in e, atoms 1 to 8:
1. O -0.270
2. C 0.281
3. C -0.876
4. C -0.332
5. C 0.329
6. C -0.387
7. C -0.294
8. H 0.398

***

(4)
C2H2Cl2N2 | ωB97M-V/def2-TZVPD

Properties
E_HOMO = -9.02 eV
2S+1 = 1
Strongest force on any atom = 6.40 eV/Å
Structure (SMILES) = ClNC#CNCl
E = -30126.22202 eV
E_LUMO = -0.671 eV

Each atom is followed by the atoms it is bonded to, with distances in Å.
Cartesian coordinates (Å):
1 Cl -2.763 -0.637 0.516  N4 1.820
2 Cl 2.799 -0.870 0.075  N3 1.805
3 N 1.912 0.603 0.624  Cl2 1.805, C5 1.455, H7 0.941
4 N -1.583 -0.324 -0.833  Cl1 1.820, C6 1.301, H8 1.044
5 C 0.541 0.439 0.165  N3 1.455, C6 1.238
6 C -0.443 0.241 -0.560  N4 1.301, C5 1.238
7 H 1.802 0.522 1.555  N3 0.941
8 H -2.265 0.025 -1.542  N4 1.044

Mulliken charges, unit e, in atom order:
1. Cl -0.091
2. Cl -0.080
3. N -0.324
4. N -0.335
5. C 0.179
6. C -0.033
7. H 0.329
8. H 0.354

***

(5)
CH3FN2 | ωB97M-V/def2-TZVPD

Properties
E_HOMO (alpha / beta) = -10.20 / -10.68 eV
2S+1 = 1
Strongest force on any atom = 5.15 eV/Å
E = -6777.50602 eV
E_LUMO (alpha / beta) = -0.597 / -0.460 eV

Each atom is followed by the atoms it is bonded to, with distances in Å.
Cartesian coordinates (Å):
1 F -1.971 -0.133 0.212  N2 1.318
2 N -0.965 0.291 -0.527  F1 1.318, C4 1.411
3 N 0.503 -1.042 -0.006  C4 1.502, H5 1.055
4 C 0.262 0.432 0.156  N2 1.411, N3 1.502, H6 1.200, H7 1.103
5 H 0.959 -1.181 -0.947  N3 1.055
6 H 0.290 0.412 1.355  C4 1.200
7 H 0.922 1.221 -0.244  C4 1.103

Mulliken charges, unit e, in atom order:
1. F -0.079
2. N -0.195
3. N -0.430
4. C -0.043
5. H 0.208
6. H 0.236
7. H 0.301

***

(6)
C4H2ClFO2S | ωB97M-V/def2-TZVPD

Properties
E_HOMO (alpha / beta) = -10.34 / -9.61 eV
2S+1 = 1
Strongest force on any atom = 6.44 eV/Å
Structure (SMILES) = O=S1(=O)C=C(F)C(Cl)=C1
E = -34344.24643 eV
E_LUMO (alpha / beta) = -1.875 / -2.223 eV

Each atom is followed by the atoms it is bonded to, with distances in Å.
Cartesian coordinates (Å):
1 Cl 2.068 -1.352 -1.864  C6 1.728
2 S -1.158 -0.135 0.768  O4 1.428, O5 1.448, C8 1.883, C9 1.744
3 F 1.987 1.605 -0.785  C7 1.320
4 O -2.568 -0.237 0.573  S2 1.428
5 O -0.764 -0.284 2.153  S2 1.448
6 C 0.865 -0.546 -0.922  Cl1 1.728, C7 1.418, C8 1.341
7 C 1.116 0.721 -0.335  F3 1.320, C6 1.418, C9 1.811
8 C -0.132 -1.242 -0.357  S2 1.883, C6 1.341, H11 0.998
9 C -0.455 1.383 0.273  S2 1.744, C7 1.811, H10 1.181
10 H -0.313 2.119 1.186  C9 1.181
11 H -0.645 -2.030 -0.691  C8 0.998

Mulliken population analysis, charges in e, atoms 1 to 8:
1. Cl -0.149
2. S 1.076
3. F -0.188
4. O -0.571
5. O -0.564
6. C 0.364
7. C 0.237
8. C -0.641